Computed, not measured: an isolated molecule of C42H72O14, with ωB97M-V with the def2-TZVPD basis set.

The geometry in XYZ format:
```
128
Properties=species:S:1:pos:R:3:forces:R:3:nbo_charge:R:1
C -3.1386 2.0973 5.2796 0.2 0.0 0.1 -0.653
C -2.5620 1.2298 6.3592 -0.1 -0.1 0.1 0.021
C -1.2610 1.1024 6.5956 0.2 0.1 0.1 -0.198
C -0.1664 1.7838 5.8269 -0.1 -0.1 -0.2 -0.441
H -0.4423 2.8195 5.6235 0.1 0.1 0.0 0.220
H 0.7481 1.7882 6.4201 0.0 0.1 0.0 0.209
C 0.0799 1.0764 4.4844 0.1 0.5 -0.1 -0.426
H -0.8867 0.7432 4.1070 0.0 -0.1 -0.1 0.212
H 0.7059 0.1968 4.6348 0.0 -0.1 -0.1 0.212
C 0.7241 1.9927 3.4312 0.4 -0.4 -0.1 0.332
C 1.9916 2.6485 3.9820 -0.3 0.1 0.0 -0.669
H 2.6341 1.9003 4.4349 0.1 -0.1 0.0 0.221
H 1.7270 3.3858 4.7326 0.1 0.0 0.1 0.246
H 2.5474 3.1493 3.1930 0.1 0.1 -0.1 0.211
C 1.0555 1.2529 2.1078 -0.3 0.1 0.2 -0.184
H 1.2625 2.0423 1.3772 0.0 0.0 0.0 0.198
C -0.0134 0.3183 1.5095 0.0 0.4 -0.2 -0.295
H -0.3789 -0.3224 2.3123 0.0 -0.1 0.0 0.219
C -1.2233 0.9368 0.8169 0.1 -0.4 -0.2 0.154
O -2.1146 1.5688 1.7283 -0.2 0.1 0.3 -0.776
H -1.5827 1.9532 2.4484 -0.1 0.1 -0.1 0.503
C -2.0647 -0.1353 0.1039 0.2 0.2 -0.1 -0.437
H -2.7844 0.4000 -0.5128 -0.1 0.0 0.0 0.220
H -2.6332 -0.6421 0.8833 0.0 0.0 0.0 0.207
C -1.2702 -1.1326 -0.7513 -0.1 -0.1 0.2 -0.213
H -0.7884 -0.5524 -1.5415 0.0 0.0 -0.1 0.210
C -0.1204 -1.7580 0.0740 0.2 0.0 -0.2 0.011
C 0.6782 -2.7143 -0.8163 -0.1 -0.1 0.0 -0.461
H 1.2458 -2.1411 -1.5444 0.1 0.0 0.0 0.224
H 1.3808 -3.2732 -0.1933 0.1 0.0 0.0 0.216
C -0.1631 -3.7069 -1.6186 -0.1 0.3 0.2 0.134
H -0.6705 -4.4071 -0.9485 0.0 0.2 0.0 0.185
C -1.2134 -2.9615 -2.4750 0.0 -0.4 0.0 -0.253
H -0.6550 -2.2152 -3.0531 0.0 0.1 0.0 0.217
C -1.9336 -3.8333 -3.5473 0.1 0.1 -0.3 -0.031
C -2.6823 -5.0470 -2.9848 0.0 0.3 -0.1 -0.641
H -2.9759 -5.6997 -3.8057 0.0 -0.1 0.0 0.214
H -3.5723 -4.7786 -2.4270 -0.1 0.0 0.1 0.206
H -2.0239 -5.6180 -2.3365 0.0 -0.1 0.1 0.215
C -0.9451 -4.3783 -4.5925 -0.2 0.0 -0.1 -0.614
H -0.1568 -3.6620 -4.8003 0.1 0.0 0.0 0.200
H -1.4872 -4.5744 -5.5162 0.0 -0.1 0.0 0.227
H -0.4942 -5.3043 -4.2530 0.1 0.0 -0.1 0.211
C -2.8888 -2.9065 -4.3511 0.0 0.1 0.5 0.113
C -3.8566 -2.1391 -3.4602 0.3 0.1 -0.2 -0.428
C -3.1078 -1.3146 -2.4247 -0.1 -0.3 0.1 -0.406
H -3.8418 -0.8095 -1.7970 0.0 0.1 0.0 0.213
H -2.5286 -0.5518 -2.9495 0.1 0.1 0.0 0.203
C -2.1623 -2.1490 -1.5342 0.2 0.4 -0.2 0.019
C -3.0310 -3.0078 -0.6033 0.0 0.0 -0.1 -0.638
H -4.0061 -3.1899 -1.0441 -0.1 -0.1 0.0 0.209
H -2.5872 -3.9704 -0.3807 0.0 -0.2 0.1 0.207
H -3.2099 -2.4928 0.3336 0.0 0.0 0.2 0.216
H -4.5487 -2.8373 -2.9847 -0.1 -0.1 0.0 0.189
H -4.4557 -1.4756 -4.0882 0.0 -0.1 0.0 0.223
O -3.5839 -3.6029 -5.3618 -0.3 -0.2 -0.2 -0.714
H -4.1982 -4.2126 -4.9379 0.0 0.0 0.0 0.461
H -2.2695 -2.1854 -4.8979 0.1 0.0 0.1 0.174
O 0.6894 -4.5909 -2.3700 0.0 0.0 -0.2 -0.561
C 1.9073 -4.1454 -2.8552 0.7 -0.4 0.2 0.379
C 2.4869 -5.2779 -3.7184 -0.1 0.6 -0.2 0.045
O 2.6534 -6.4560 -2.9696 0.1 -0.2 0.2 -0.725
H 1.8301 -6.6106 -2.4907 0.0 0.0 0.0 0.489
C 3.8536 -4.8412 -4.2456 -0.5 0.4 0.3 0.059
O 4.3903 -5.7811 -5.1427 0.1 -0.2 -0.2 -0.723
H 4.2991 -6.6510 -4.7356 0.1 0.0 0.0 0.488
C 3.7317 -3.5004 -4.9810 -0.5 -0.6 0.3 0.062
O 5.0010 -2.9867 -5.2859 0.3 0.1 -0.1 -0.717
H 5.4775 -3.6797 -5.7601 0.0 0.1 0.0 0.488
C 3.0108 -2.4731 -4.0996 0.4 0.4 -0.4 0.058
O 1.7747 -2.9714 -3.6208 -0.3 0.0 -0.2 -0.564
C 2.6911 -1.1978 -4.8909 0.3 -0.1 0.7 -0.070
O 1.7885 -1.4376 -5.9308 -0.4 -0.2 -0.4 -0.708
H 1.0291 -1.9048 -5.5604 0.0 0.0 0.0 0.472
H 2.2925 -0.4433 -4.1966 0.1 0.0 0.0 0.160
H 3.6107 -0.8259 -5.3439 0.0 0.0 0.1 0.205
H 3.6715 -2.2252 -3.2533 0.0 0.0 0.0 0.180
H 3.1457 -3.6587 -5.8993 0.0 0.0 0.1 0.185
H 4.5329 -4.7160 -3.3850 -0.1 0.1 -0.1 0.168
H 1.8095 -5.4515 -4.5676 0.1 0.1 0.1 0.179
H 2.6246 -3.9510 -2.0283 -0.2 0.0 -0.1 0.144
C -0.6151 -2.5645 1.2859 0.0 0.1 -0.1 -0.637
H 0.1950 -2.7468 1.9861 0.1 0.0 0.1 0.211
H -0.9796 -3.5337 0.9692 -0.1 -0.1 0.0 0.213
H -1.4146 -2.0681 1.8228 -0.1 0.0 0.1 0.211
C 0.7872 -0.5645 0.5282 0.0 -0.2 0.2 0.054
C 2.0205 -0.9226 1.3726 -0.1 0.0 0.0 -0.420
H 1.8336 -1.7741 2.0227 0.0 -0.1 0.0 0.204
H 2.8740 -1.1715 0.7438 0.1 -0.1 0.0 0.211
C 2.2908 0.3285 2.2299 0.1 0.0 0.0 -0.427
H 2.4455 0.0329 3.2655 0.1 0.0 0.1 0.210
H 3.1929 0.8442 1.9036 0.1 0.0 0.1 0.215
C 1.3283 0.2735 -0.6484 -0.2 0.0 0.1 -0.646
H 2.1015 0.9467 -0.2918 0.1 0.1 0.0 0.214
H 1.7903 -0.3583 -1.4017 0.1 0.0 -0.1 0.216
H 0.5687 0.8756 -1.1338 0.0 0.1 -0.1 0.210
H -0.8854 1.6908 0.0904 0.0 -0.1 0.1 0.159
O -0.3151 2.9804 3.1678 0.0 -0.1 0.2 -0.586
C -0.0044 4.2326 2.6696 -0.2 0.4 -0.5 0.373
O 0.4424 5.0415 3.7380 -0.3 -0.2 0.2 -0.542
C 0.7894 6.3540 3.3618 0.1 0.6 -0.1 0.056
C 1.3765 7.0604 4.5912 -0.2 -0.5 -0.1 -0.060
O 2.0275 8.2490 4.2539 0.1 0.5 -0.3 -0.720
H 1.4352 8.7570 3.6805 0.1 0.0 0.1 0.490
H 0.5693 7.2352 5.3172 0.0 -0.1 0.0 0.158
H 2.1216 6.4076 5.0520 -0.1 0.0 0.0 0.185
C -0.4503 7.0821 2.8238 -0.3 -0.8 -0.1 0.071
O -0.1081 8.3877 2.4287 0.1 0.3 -0.2 -0.738
H -0.8425 8.7198 1.8959 0.1 0.1 0.0 0.497
C -1.0133 6.2856 1.6471 0.3 -0.3 0.4 0.060
C -1.2916 4.8370 2.0603 0.4 0.3 0.3 0.049
O -1.7301 4.1748 0.9070 0.0 -0.2 -0.2 -0.752
H -2.0569 3.2831 1.1460 0.0 0.1 -0.1 0.506
H -2.0639 4.8242 2.8442 0.1 0.0 0.0 0.176
O -2.1862 6.9225 1.2034 -0.2 0.1 0.0 -0.729
H -2.6278 6.3083 0.6031 0.0 0.1 0.0 0.494
H -0.2692 6.2713 0.8323 0.0 0.0 0.1 0.168
H -1.2159 7.1143 3.6160 0.1 -0.1 0.0 0.170
H 1.5554 6.3341 2.5685 0.0 0.0 0.1 0.175
H 0.7745 4.1898 1.8829 -0.1 -0.1 0.2 0.147
H -0.9373 0.4373 7.3853 -0.1 -0.1 0.1 0.193
C -3.5839 0.4862 7.1680 0.2 0.0 0.0 -0.628
H -4.2251 -0.1040 6.5139 -0.1 -0.1 0.0 0.210
H -4.2204 1.1875 7.7074 -0.1 0.0 0.0 0.211
H -3.1127 -0.1775 7.8883 0.0 -0.1 0.1 0.212
H -2.4131 2.8103 4.9011 0.0 0.1 -0.1 0.216
H -3.4747 1.4827 4.4436 -0.1 0.0 -0.1 0.223
H -4.0043 2.6388 5.6581 -0.1 0.1 0.0 0.214
```
Positions in Å, forces in eV/Å.

## Properties
Relative energy (zero: lowest compared OMol25 entry of this formula, charge and spin) = 0.0 kcal/mol
Highest occupied orbital energy = -9.0 eV
Gap between HOMO and LUMO = 9.3737 eV
Total charge = 0